No. 1
# C22H56F2Mn2N4O7

A molecular structure, C22H56F2Mn2N4O7 at a distorted geometry (ωB97M-V/def2-TZVPD, the Open Molecules 2025 dataset).

- LUMO level (spin up / spin down): -0.170 / -0.191 Ha
- DFT total energy: -112077.174 eV
- Relative energy (zero: lowest compared OMol25 entry of this formula, charge and spin): 0.000 eV
- HOMO level (spin up / spin down): -13.20 / -13.20 eV
- Multiplicity: 11
- Total charge: +2

Last column: Löwdin charge in e.
Geometry (Å):
Mn 0.6981 26.1754 1.3562  0.976
Mn -0.3814 24.0834 3.6334  1.033
F -1.0055 24.9006 1.8088  -0.463
F 1.2740 25.2233 3.2112  -0.475
C 4.3541 31.4486 1.5129  -0.081
O 3.2647 30.5992 1.1479  -0.224
C 3.6756 29.4909 0.3397  -0.184
C 2.4802 28.5345 0.2629  -0.130
N 2.4323 27.5505 1.4223  -0.113
C 2.2863 28.2556 2.7295  -0.176
C 0.8927 28.7401 3.0232  -0.160
O 0.0312 27.7252 2.5394  -0.324
C -1.3944 27.9719 2.6040  -0.014
H 4.1135 31.8283 2.5057  0.091
H 4.3222 32.3037 0.8317  0.095
H 5.3641 31.0389 1.4965  0.094
H 4.4640 28.9742 0.8934  0.126
H 3.9306 29.8769 -0.6461  0.137
H 2.4678 27.8642 -0.5952  0.116
H 1.5618 29.1163 0.3515  0.120
H 3.3679 27.1517 1.4485  0.124
H 3.0149 29.0539 2.8889  0.128
H 2.6572 27.5315 3.4615  0.126
H 0.6359 29.6878 2.5430  0.143
H 0.8389 28.8112 4.1131  0.139
H -1.9147 27.0323 2.4291  0.072
H -1.5689 28.7117 1.8242  0.093
H -1.7022 28.2684 3.6078  0.101
C -2.1630 29.8227 -1.2890  -0.118
O -2.4303 28.5886 -1.9096  -0.175
C -3.6099 28.0060 -1.3669  -0.244
C -3.8156 26.5375 -1.6817  -0.184
N -2.5049 25.9111 -1.3543  -0.035
C -2.6326 24.4216 -1.3496  -0.210
C -3.2518 23.7837 -2.5629  -0.261
O -2.5608 24.1520 -3.7318  -0.171
C -2.8746 23.3026 -4.8192  -0.105
H -1.4893 30.3687 -1.9518  0.094
H -1.5494 29.6896 -0.3842  0.063
H -3.0428 30.4304 -1.0755  0.095
H -4.4571 28.5853 -1.7629  0.129
H -3.6755 28.2356 -0.2924  0.110
H -4.0450 26.4688 -2.7443  0.127
H -4.6649 26.1539 -1.1088  0.125
H -2.4189 26.0639 -0.3499  0.072
H -3.2666 24.1694 -0.4830  0.107
H -1.7124 23.8911 -1.1018  0.083
H -4.3210 23.9737 -2.7201  0.126
H -3.1967 22.7119 -2.3201  0.124
H -2.3216 23.6510 -5.6871  0.092
H -3.9340 23.4993 -5.0573  0.092
H -2.8543 22.2154 -4.7083  0.090
C 0.7224 21.0409 2.8844  -0.058
O -0.3529 21.9596 2.7418  -0.294
C -1.6113 21.3361 2.6489  -0.178
C -2.7719 22.3705 2.7817  -0.164
N -2.3520 23.1286 3.9417  -0.112
C -3.2112 24.3579 4.1068  -0.147
C -2.6930 25.3073 5.1458  -0.196
O -1.2996 25.4316 4.9513  -0.288
C -0.6426 26.3616 5.8312  -0.025
H 0.6689 20.5045 3.8302  0.108
H 1.6685 21.5762 2.8098  0.089
H 0.7890 20.3734 2.0213  0.103
H -1.7443 20.6930 3.5295  0.136
H -1.6418 20.8212 1.6839  0.144
H -3.6903 21.8054 2.9501  0.140
H -2.8448 22.8418 1.8027  0.118
H -2.5273 22.5117 4.7320  0.148
H -4.2488 24.0431 4.2077  0.145
H -3.0869 24.9142 3.1738  0.111
H -2.9655 25.0307 6.1706  0.145
H -3.3095 26.1991 4.9734  0.144
H -1.2610 27.2497 5.9768  0.103
H 0.3403 26.6548 5.4782  0.092
H -0.5885 25.9128 6.8247  0.109
C 0.6857 22.5832 -0.2933  -0.050
C 1.9796 23.2335 0.2312  -0.352
C 3.1927 22.7068 -0.4997  -0.202
O 4.3872 23.4404 -0.3695  -0.196
C 5.5840 22.8874 -0.8707  -0.085
N 1.7698 24.7336 0.0855  0.012
H -0.1565 22.9744 0.2694  0.050
H 0.6368 21.4965 -0.2151  0.089
H 0.6232 22.7213 -1.3759  0.098
H 2.0859 23.1439 1.3142  0.115
H 3.0447 22.5060 -1.5689  0.140
H 3.3900 21.7021 -0.0985  0.140
H 6.2725 23.7241 -0.9551  0.094
H 5.4661 22.5060 -1.8909  0.095
H 6.0100 22.0852 -0.2669  0.095
H 1.2659 24.6866 -0.8114  0.099
H 2.6776 25.0395 -0.2851  0.093

---

No. 2
# C22H30I2NO22S2

A molecular structure, C22H30I2NO22S2 (ωB97M-V/def2-TZVPD, the Open Molecules 2025 dataset).

- LUMO level: 0.049 Ha
- DFT total energy: -107709.171 eV
- HOMO level: -6.17 eV
- Multiplicity: 1
- Total charge: -1

Last column: Löwdin charge in e.
Geometry (Å):
C 0.8694 -0.3698 -4.2565  -0.162
C 0.5796 -1.7661 -3.7690  -0.861
I 0.0565 -3.0793 -5.3152  0.836
C 0.6073 -2.1519 -2.5001  -0.866
I 0.0791 -4.0548 -1.8531  0.978
S 1.0348 -1.0410 -1.1322  0.410
O 1.3897 -1.9026 -0.0354  -0.395
O -0.1596 -0.2356 -0.9845  -0.340
N 2.2113 -0.0726 -1.5488  -0.331
S 3.6914 -0.6527 -1.7081  0.458
C 4.4046 0.5677 -2.7806  -0.157
O 4.4587 -0.5873 -0.4814  -0.347
O 3.7469 -1.9226 -2.4113  -0.346
H 0.5874 -0.2504 -5.2983  0.039
H 0.3327 0.3542 -3.6413  0.081
H 1.9264 -0.1576 -4.1336  0.046
H 5.3901 0.2033 -3.0640  0.060
H 4.4618 1.5098 -2.2403  0.063
H 3.7831 0.6997 -3.6615  0.042
C -2.8393 0.1792 0.4578  -0.102
C -2.6386 -0.9643 1.4263  -0.090
O -3.9674 -1.1571 1.9503  0.054
C -4.8531 -0.6699 1.0553  -0.592
O -6.0355 -0.8187 1.1289  0.135
O -4.2237 0.0051 0.0768  0.051
H -2.1892 0.1227 -0.4068  0.100
H -2.7362 1.1533 0.9312  0.106
H -2.3167 -1.8786 0.9268  0.133
H -1.9537 -0.7360 2.2374  0.133
C 6.2572 -3.9364 -0.6575  -0.096
C 7.0698 -2.7187 -1.0412  -0.115
O 8.3990 -3.2561 -1.1514  0.052
C 8.3010 -4.5825 -1.3883  -0.589
O 9.2188 -5.2839 -1.6852  0.138
O 7.0290 -5.0020 -1.2424  0.060
H 5.2493 -3.9272 -1.0619  0.128
H 6.2224 -4.0915 0.4218  0.133
H 6.7626 -2.3198 -2.0083  0.126
H 7.0449 -1.9272 -0.2993  0.127
C -0.2588 3.1875 3.2176  -0.108
C 0.1901 4.5203 2.6524  -0.117
O 0.0422 4.3199 1.2435  0.069
C -0.8569 3.3305 1.0396  -0.556
O -1.3113 3.0331 -0.0173  0.158
O -1.1705 2.7272 2.2089  0.052
H -0.7716 3.2574 4.1699  0.111
H 0.5622 2.4754 3.2986  0.144
H -0.4657 5.3416 2.9553  0.129
H 1.2194 4.7716 2.8882  0.134
C -5.1480 3.5447 -0.4272  -0.104
C -3.9693 4.3120 -0.9969  -0.114
O -4.5972 5.1119 -2.0106  0.061
C -5.9012 5.2602 -1.6961  -0.584
O -6.6514 6.0073 -2.2407  0.148
O -6.2391 4.4462 -0.6711  0.056
H -5.0713 3.3423 0.6373  0.132
H -5.3346 2.6104 -0.9573  0.133
H -3.5095 4.9782 -0.2652  0.129
H -3.2053 3.6754 -1.4290  0.120
C -1.9464 5.7865 6.9630  -0.107
C -1.0873 6.9741 6.5647  -0.110
O 0.2033 6.3738 6.4090  0.063
C 0.0381 5.0561 6.1578  -0.575
O 0.8981 4.3138 5.8093  0.168
O -1.2538 4.6976 6.3438  0.051
H -2.9654 5.8316 6.5900  0.134
H -1.9568 5.6229 8.0415  0.133
H -1.3896 7.4032 5.6082  0.132
H -1.0382 7.7565 7.3163  0.131
C -2.3106 -7.9991 -3.1350  -0.118
C -1.7112 -9.1928 -2.4135  -0.124
O -0.3173 -9.0354 -2.6781  0.052
C -0.0741 -7.7231 -2.9482  -0.587
O 1.0046 -7.2448 -3.0357  0.141
O -1.2438 -7.0524 -3.0939  0.004
H -3.1874 -7.5814 -2.6478  0.132
H -2.5427 -8.2203 -4.1787  0.131
H -1.8725 -9.1478 -1.3347  0.131
H -2.0511 -10.1527 -2.7934  0.128

---

No. 3
# C11H15OP

A molecular structure, C11H15OP at a distorted geometry (ωB97M-V/def2-TZVPD, the Open Molecules 2025 dataset).

- LUMO level: 0.026 Ha
- DFT total energy: -22983.123 eV
- Relative energy (zero: lowest compared OMol25 entry of this formula, charge and spin): 2.047 eV
- HOMO level: -8.77 eV
- Multiplicity: 1

Last column: Löwdin charge in e.
Geometry (Å):
C 0.4106 -0.4256 -1.5161  -0.051
C 0.9795 -1.3583 1.2248  -0.106
C -0.7550 2.1389 0.5317  -0.065
C 1.2441 -1.4386 -1.2755  -0.319
C -1.0392 1.3619 -0.5301  -0.310
C 0.3089 -0.2369 1.2296  -0.123
C 0.9796 -2.2500 -0.0750  -0.143
C -0.6104 -0.0455 -0.5499  -0.147
C 2.1874 -1.8330 -2.3730  -0.078
C -1.8535 1.6914 -1.7839  -0.030
C -1.2789 1.1506 3.4155  -0.146
O 1.2590 1.9268 2.5796  -0.370
P 0.0082 1.3067 2.0808  0.658
H 0.4297 0.1447 -2.4372  0.118
H 1.6348 -1.8464 1.9668  0.113
H -0.9140 3.1859 0.6888  0.066
H 1.7617 -2.9489 0.2216  0.104
H -0.0434 -2.7010 0.0628  0.141
H -1.4277 -0.6381 -0.3794  0.106
H 3.2922 -1.8056 -1.9059  0.116
H 2.3320 -1.1902 -3.2294  0.053
H 1.9725 -2.9453 -2.7756  0.122
H -1.3145 1.8809 -2.6787  0.071
H -2.2605 2.6467 -1.6964  0.054
H -2.6507 1.0194 -1.9438  0.076
H -0.9760 0.6138 4.2485  0.018
H -1.5132 2.0963 3.6953  0.001
H -2.1631 0.4995 3.2039  0.071

---

No. 4
# C3H6OS

A single C3H6OS molecule at a distorted geometry (ωB97M-V/def2-TZVPD, the Open Molecules 2025 dataset).

- LUMO level: 0.017 Ha
- DFT total energy: -16088.756 eV
- SMILES: CC[C@@H]1OS1
- Relative energy (zero: lowest compared OMol25 entry of this formula, charge and spin): 2.235 eV
- HOMO level: -8.76 eV
- Multiplicity: 1

Last column: Löwdin charge in e.
Geometry (Å):
C 0.5387 -1.0339 -0.7573  -0.077
C 0.6077 0.3699 -0.0594  -0.203
C -0.7305 0.4696 0.7811  -0.675
O -1.8088 1.0167 0.0987  -0.423
S -1.3341 2.0001 1.3674  0.896
H 0.0624 -1.7306 -0.0727  0.064
H 1.5104 -1.3704 -0.9341  0.043
H -0.0892 -0.8276 -1.6516  0.093
H 0.5629 1.1753 -0.7435  0.089
H 1.4144 0.3970 0.5860  0.075
H -0.7339 -0.4661 1.3853  0.118

---

No. 5
# C5H8O2

A molecular structure, C5H8O2 (ωB97M-V/def2-TZVPD, the Open Molecules 2025 dataset).

- LUMO level: 0.033 Ha
- DFT total energy: -9407.387 eV
- Relative energy (zero: lowest compared OMol25 entry of this formula, charge and spin): 2.446 eV
- HOMO level: -9.65 eV
- Multiplicity: 1

Last column: Löwdin charge in e.
Geometry (Å):
O 1.2850 -0.6385 -1.2293  -0.070
C 0.9977 0.6402 1.1057  -0.055
C 0.0126 1.3575 0.2005  -0.077
C -0.6828 -0.0331 0.1593  -0.505
O -2.0678 -0.1759 0.3605  0.019
C -0.1092 -0.7979 -1.0766  -0.190
C 0.2124 -0.4272 1.2957  -0.025
H 1.7426 -1.1030 -0.5151  0.091
H 2.0348 0.8680 1.3384  0.108
H -0.5405 2.1040 0.7726  0.115
H 0.3157 1.7512 -0.7775  0.114
H -2.5716 0.1326 -0.4055  0.103
H -0.3843 -1.8554 -0.9817  0.127
H -0.5046 -0.4136 -2.0197  0.127
H 0.3120 -1.3953 1.7819  0.118